# 1
C48H48IIrN13OPS as an isolated structure. Source: the Open Molecules 2025 dataset; level of theory: wB97M-V/def2-TZVPD.

HOMO-LUMO gap (spin up / spin down): 6.72 / 4.60 eV
net charge: +3
calculated total energy: -3785.82911 Eh
multiplicity: 2
E_HOMO (spin up / spin down): -13.7 / -13.7 eV
relative energy (zero: lowest compared OMol25 entry of this formula, charge and spin): 1.1397 eV

Element x y z (Å)
1 O 0.026 0.675 -2.519
2 H 0.244 -2.559 -5.480
3 C 5.526 1.332 0.298
4 H -9.628 -0.837 -1.643
5 H 4.580 -2.100 1.345
6 C 2.270 -4.769 -0.528
7 H -11.554 0.129 -0.437
8 H -4.374 1.891 1.531
9 C 0.030 1.059 4.431
10 C -6.079 0.689 -0.097
11 C -4.635 0.656 -0.206
12 C 2.579 -1.664 4.713
13 H 5.225 2.052 -1.747
14 Ir 0.228 0.828 -0.429
15 N 0.752 -1.078 -0.331
16 C 1.801 -2.998 2.871
17 H 3.562 6.160 0.673
18 N 2.343 1.059 -1.111
19 C 2.681 4.247 0.268
20 C 4.942 1.208 -1.113
21 H 2.774 -1.554 5.771
22 H -1.996 -0.414 -2.033
23 H 7.014 -2.278 -2.159
24 H 6.611 1.351 0.223
25 C 1.859 -6.078 -0.737
26 H -1.157 -0.795 -6.477
27 H 3.318 0.293 4.222
28 C 0.001 -4.153 -0.001
29 N -0.125 1.150 5.744
30 C -8.026 1.220 0.600
31 C -3.872 1.347 0.744
32 C 2.036 -2.844 4.231
33 N -1.821 0.686 -0.305
34 N 2.027 3.175 0.708
35 H -0.049 1.212 -5.041
36 H -4.427 -0.531 -2.009
37 H -1.394 -1.683 2.505
38 C 4.660 -2.071 0.268
39 C 0.191 0.151 -5.079
40 C 0.878 1.958 2.518
41 N -6.951 -0.021 -0.881
42 H 3.314 -4.518 -0.655
43 H 5.242 0.479 0.913
44 C -0.559 -2.144 -4.868
45 H -0.832 -1.230 0.906
46 P 1.881 -2.124 0.225
47 C -8.217 0.307 -0.449
48 H -1.884 -0.426 -4.917
49 H -1.444 -5.730 -0.084
50 H 6.794 -2.247 0.301
51 C 4.903 -2.092 -2.503
52 H -0.679 0.467 6.233
53 C -3.925 0.002 -1.213
54 H 4.997 -2.121 -3.580
55 C 0.241 4.709 -1.988
56 C -0.358 0.019 2.474
57 C -0.069 -1.914 -3.439
58 H -1.921 1.868 1.395
59 C 3.049 5.302 1.084
60 C 2.743 5.223 2.432
61 H 0.365 2.741 -2.788
62 C -10.549 0.421 -0.164
63 C 2.643 -0.765 2.488
64 C 3.653 -1.988 -1.919
65 C -0.433 3.908 -0.057
66 H -0.731 -3.407 0.278
67 C 2.885 -0.623 3.841
68 C 1.343 -3.796 -0.154
69 H 1.398 -3.930 2.495
70 C -10.376 1.352 0.884
71 H 1.810 -3.655 4.909
72 C 3.487 1.129 -1.103
73 C -0.972 -0.778 -5.405
74 H 5.203 2.246 0.789
75 H 0.261 1.934 6.243
76 H 5.300 0.297 -1.599
77 H 2.914 4.265 -0.792
78 C -2.548 0.046 -1.231
79 S 0.807 -0.313 -3.439
80 N 0.289 0.991 1.731
81 H 1.032 0.006 -5.760
82 C 0.527 -6.424 -0.574
83 C 2.058 4.116 2.901
84 H 2.886 0.042 1.802
85 C -9.484 -0.119 -0.848
86 H -1.377 -2.863 -4.876
87 C -9.128 1.762 1.280
88 H -0.775 3.784 0.956
89 C -0.405 -5.459 -0.209
90 H -8.986 2.481 2.073
91 C 6.038 -2.182 -1.703
92 H -0.882 -1.808 -2.725
93 N -0.238 2.859 -0.855
94 C -0.157 5.100 -0.724
95 C -2.506 1.335 0.664
96 H 2.777 -1.944 -2.550
97 C 3.520 -1.980 -0.529
98 I -0.268 7.004 0.035
99 C 5.915 -2.164 -0.323
100 H 3.021 6.019 3.108
101 H -6.734 -0.657 -1.628
102 N 0.750 2.021 3.817
103 H 2.583 -6.827 -1.025
104 H 0.606 -2.680 -3.062
105 N -0.505 0.034 3.788
106 C 1.696 3.116 1.994
107 H 0.212 -7.447 -0.728
108 H 0.513 5.290 -2.853
109 C 2.104 -1.957 1.998
110 N -6.686 1.434 0.795
111 N -0.937 -1.033 1.887
112 H 1.784 4.022 3.938
113 N 0.201 3.371 -2.019
114 H -11.252 1.743 1.381

# 2
C48H49Br2MnN4OP2S as an isolated structure. Source: the Open Molecules 2025 dataset; level of theory: wB97M-V/def2-TZVPD.

HOMO-LUMO gap (spin up / spin down): 6.95 / 7.00 eV
net charge: +1
calculated total energy: -9532.42128 Eh
multiplicity: 2
E_HOMO (spin up / spin down): -10.1 / -10.0 eV
relative energy (zero: lowest compared OMol25 entry of this formula, charge and spin): 1.9926 eV

Element x y z (Å)
1 C -0.542 2.194 -3.196
2 H -1.286 -2.588 3.603
3 C 0.116 -0.308 3.391
4 P -0.479 -1.080 -1.335
5 H 5.161 -2.118 -1.622
6 H 2.155 2.685 -1.135
7 H -6.143 -1.369 -2.521
8 H 0.142 4.438 -1.734
9 C 1.422 -0.535 3.832
10 C 4.374 -0.101 -2.223
11 H -2.623 -1.079 2.143
12 C -2.773 -3.131 -4.782
13 H 3.256 -3.256 -2.596
14 H 3.737 1.499 -0.840
15 C 3.140 2.309 3.151
16 C 4.244 -1.535 -1.625
17 C -3.645 -1.243 -0.235
18 H 1.778 4.619 -2.396
19 C -2.046 -0.415 1.511
20 H 1.037 -5.449 0.314
21 C 0.918 0.538 5.925
22 C -0.379 0.767 5.493
23 H -3.218 -2.810 1.187
24 O 2.111 1.306 1.244
25 Br 1.703 4.714 6.208
26 C -1.749 0.231 -0.850
27 C 0.862 2.736 2.626
28 N -2.580 -0.398 0.156
29 H 0.477 2.277 -0.859
30 H -6.575 -3.527 -1.373
31 H -0.569 1.105 -3.246
32 Br 4.792 1.492 2.775
33 H -4.323 0.087 -1.790
34 H 3.634 -0.803 -4.021
35 C -1.293 3.195 1.886
36 C 1.193 -0.513 -1.877
37 H -1.374 -5.027 3.830
38 C 2.077 2.081 2.315
39 C 0.855 2.696 -2.850
40 C 0.512 -4.823 1.026
41 H 1.128 -3.009 0.081
42 C 1.822 -1.804 -2.282
43 C 1.817 2.417 -3.994
44 H -2.300 0.556 -1.720
45 C 3.075 -2.262 -2.196
46 H 2.827 2.769 -3.763
47 C -0.779 0.350 4.227
48 C -4.477 -0.861 -1.286
49 C -3.880 -2.460 0.402
50 S 3.816 -0.807 0.006
51 H -2.127 -3.379 -1.468
52 H 1.229 0.872 6.908
53 C -1.240 -1.412 -4.081
54 H 6.402 -0.031 -2.430
55 C -0.114 -2.619 1.792
56 N 4.037 0.031 -3.621
57 C -0.540 4.148 3.966
58 H -1.796 0.550 3.911
59 H 4.825 0.344 -4.167
60 H 1.891 1.350 -4.210
61 C -0.794 -3.207 2.862
62 C -5.511 -1.685 -1.699
63 H -3.169 2.439 1.127
64 H 3.880 3.235 4.951
65 H 0.372 4.721 -3.465
66 H 5.866 0.625 -1.026
67 H -0.236 -6.477 2.172
68 H -1.965 2.801 -0.121
69 H -5.100 -4.213 0.504
70 C 1.820 -0.118 5.092
71 C 3.387 0.534 -1.190
72 C 1.886 0.612 -1.493
73 H -3.447 -4.471 -3.244
74 C 0.720 3.544 3.769
75 H -1.893 -1.685 -6.107
76 H -0.858 2.583 -4.168
77 H -1.084 1.280 6.138
78 C -2.098 -2.990 -2.478
79 N 5.664 0.524 -2.013
80 Mn 0.505 1.009 0.338
81 H 1.467 2.936 -4.890
82 H 2.135 -1.023 3.175
83 C -0.196 -5.399 2.070
84 H -1.275 2.530 -2.451
85 H -2.481 4.468 3.152
86 C -1.964 -2.042 -5.085
87 N -0.153 2.551 1.715
88 H -1.319 1.128 -0.385
89 C 3.021 3.106 4.307
90 H 1.119 -2.492 -2.735
91 C -4.935 -3.270 -0.003
92 C -0.841 -4.587 2.995
93 C -2.833 -3.611 -3.482
94 H -2.812 4.106 0.697
95 C -1.322 -1.866 -2.762
96 H -3.343 -3.615 -5.566
97 C -5.755 -2.893 -1.058
98 C 0.784 4.207 -2.593
99 C -1.520 3.983 3.036
100 C 1.837 3.697 4.619
101 C 0.552 -3.441 0.886
102 P -0.221 -0.787 1.660
103 H -0.595 -0.580 -4.334
104 C -2.365 3.121 0.836
105 H -0.709 4.755 4.847
106 C 1.359 2.060 -1.526
107 H -2.133 0.590 1.925
108 H 2.838 -0.294 5.422

# 3
C48H49F2MoN5O10PSSi as an isolated structure. Source: the Open Molecules 2025 dataset; level of theory: wB97M-V/def2-TZVPD.

HOMO-LUMO gap (spin up / spin down): 7.05 / 7.92 eV
net charge: -1
calculated total energy: -4182.01605 Eh
multiplicity: 3
E_HOMO (spin up / spin down): -5.4 / -6.3 eV
relative energy (zero: lowest compared OMol25 entry of this formula, charge and spin): 0.0000 eV

Element x y z (Å)
1 H -0.024 4.429 1.278
2 O -6.788 -0.924 2.198
3 N 3.473 0.275 2.181
4 C -0.962 3.408 -2.468
5 H 0.940 -1.237 -3.022
6 H -3.175 0.520 -6.182
7 H 4.884 0.693 4.462
8 C -4.708 2.751 1.576
9 C 3.941 -1.107 2.430
10 C 3.897 0.222 4.466
11 C 4.425 -0.151 -1.434
12 H 1.952 0.636 3.629
13 C -2.602 -4.846 -0.371
14 O -0.820 -0.321 -0.633
15 O 2.167 -4.817 -0.790
16 C 0.901 1.928 -2.197
17 H -6.115 2.646 -0.039
18 H -4.470 -0.791 5.281
19 O 0.186 -0.761 4.019
20 H -3.696 -1.244 -1.599
21 C -3.958 -0.851 4.333
22 H 5.660 1.966 0.810
23 C -2.499 0.629 -4.146
24 H 4.919 -1.264 1.970
25 C -4.091 -0.992 1.915
26 C -2.501 1.944 1.080
27 H 0.363 1.823 0.553
28 C -1.659 -3.865 -0.658
29 C -1.887 -3.765 -3.205
30 C 6.447 1.203 -1.090
31 C 1.247 4.140 -3.077
32 H 0.757 2.314 2.208
33 H -0.447 -3.505 2.502
34 C -0.897 -3.326 0.393
35 C -2.809 -5.333 0.898
36 C -3.577 -0.846 -2.603
37 C 3.983 -1.220 3.962
38 H -0.519 5.347 -3.273
39 H -3.546 -6.097 1.093
40 H 5.675 0.637 -3.047
41 H 7.510 1.017 -0.938
42 C 2.170 4.557 1.172
43 H -1.766 1.398 -4.363
44 H 2.207 4.706 2.254
45 H 0.668 4.044 -0.304
46 C -2.626 0.150 -2.841
47 P 2.972 0.720 0.692
48 C -2.866 1.639 -0.236
49 N 2.392 2.242 0.847
50 O 1.819 -3.109 0.935
51 H 3.534 3.627 -0.257
52 C -4.690 -0.910 3.158
53 O 1.949 -0.141 0.025
54 C 1.757 2.910 -2.683
55 C -1.440 -3.196 -4.380
56 H -4.859 -1.231 -5.712
57 H 4.386 -1.191 -1.105
58 C -5.096 2.460 0.277
59 C -0.428 -0.909 2.970
60 Mo 0.504 -1.765 -0.046
61 H 6.338 2.220 -1.471
62 C -0.117 4.387 -2.974
63 C -2.577 -0.870 4.248
64 H 3.258 -1.839 2.004
65 C -3.403 2.495 1.976
66 H -0.045 -1.786 -5.241
67 C -1.946 -0.945 3.010
68 H 2.822 2.713 -2.740
69 N -0.312 -2.482 -1.983
70 H 4.878 -1.735 4.309
71 F -3.370 -5.377 -1.358
72 N -6.157 -0.864 3.237
73 C -2.005 -4.817 1.900
74 H -2.684 -4.489 -3.214
75 C 0.124 -1.940 -3.118
76 H -1.962 -0.818 5.136
77 C 0.821 3.960 0.774
78 H 1.911 4.907 -3.457
79 O 4.032 -3.397 -0.096
80 C 5.648 1.061 0.202
81 H 3.115 -1.784 4.307
82 C -4.181 1.913 -0.616
83 C -3.291 0.135 -5.175
84 C -1.311 -3.379 -1.995
85 H 3.484 0.293 5.472
86 O -6.668 -0.755 4.338
87 O 0.125 -1.012 1.816
88 H -2.021 3.623 -2.364
89 H -5.108 -2.111 -3.412
90 O 2.101 -2.407 -1.232
91 Si -1.619 0.827 -1.398
92 H -5.422 3.164 2.278
93 C -0.470 2.158 -2.078
94 H -2.212 -1.039 0.891
95 H -4.699 -1.011 1.022
96 C 3.173 3.473 0.766
97 C -0.419 -2.259 -4.345
98 C 0.982 2.492 1.147
99 H 1.309 0.982 -1.863
100 H 6.393 -0.701 -2.169
101 H 6.040 0.241 0.814
102 S 2.613 -3.538 -0.307
103 H -1.505 1.700 1.428
104 C -4.378 -1.339 -3.622
105 H -4.508 1.677 -1.623
106 C 5.791 0.200 -2.056
107 H -3.096 2.698 2.996
108 H 2.381 5.512 0.692
109 C 2.998 0.885 3.431
110 H -1.894 -3.477 -5.321
111 C -1.061 -3.840 1.677
112 H 3.596 -0.002 -2.125
113 N 4.304 0.775 -0.289
114 H 3.115 1.969 3.391
115 F -2.172 -5.308 3.147
116 C -2.708 -1.010 1.849
117 H 4.042 3.452 1.431
118 C -4.236 -0.848 -4.913

# 4
C48H49N10O3SSbSr as an isolated structure. Source: the Open Molecules 2025 dataset; level of theory: wB97M-V/def2-TZVPD.

HOMO-LUMO gap: 6.51 eV
calculated total energy: -3300.89630 Eh
E_HOMO: -6.7 eV
relative energy (zero: lowest compared OMol25 entry of this formula, charge and spin): 1.4233 eV

Element x y z (Å)
1 H -3.728 0.864 6.417
2 C -2.819 -0.303 3.375
3 H -7.835 0.808 0.072
4 C 1.941 1.304 2.741
5 C 0.208 -3.446 -1.425
6 H 1.562 -5.040 -0.935
7 H -0.966 2.427 4.928
8 C 4.467 1.303 2.388
9 N 1.663 -2.403 1.181
10 H 0.728 -1.049 -5.091
11 H 2.705 -4.901 -3.145
12 H -6.455 -2.274 2.301
13 C 0.253 -2.262 3.109
14 C -3.520 0.845 5.355
15 H -7.735 5.964 0.296
16 N 4.748 0.113 -2.208
17 C -6.987 2.789 1.175
18 C 3.086 1.072 1.837
19 H -6.269 -1.427 -0.043
20 C -1.176 1.317 -1.487
21 N 0.779 1.638 2.170
22 H -4.943 -1.550 -2.140
23 H -8.684 4.013 1.538
24 H -5.375 -1.021 2.922
25 C -4.626 -2.048 1.196
26 H 1.941 -3.192 -4.781
27 H 4.497 2.216 2.986
28 H -4.165 3.734 -0.443
29 H -1.096 2.369 2.433
30 O -7.496 1.738 1.907
31 C 0.416 -2.433 -3.486
32 H -0.437 -0.514 -3.873
33 C -3.704 1.994 4.599
34 H 3.978 -2.578 0.265
35 N -3.608 1.264 -0.972
36 Sr -0.301 -0.864 -0.312
37 C -3.055 0.809 2.572
38 H -2.120 4.071 -4.181
39 H -2.481 -1.201 2.878
40 C -0.206 2.044 2.952
41 C -5.412 -2.014 2.474
42 H -4.754 4.367 3.513
43 H 3.487 -1.631 3.874
44 C -2.817 2.687 -2.719
45 H -3.024 4.559 3.920
46 C -5.167 3.774 -0.047
47 H 1.138 1.623 6.014
48 H 5.473 0.779 -1.992
49 H 1.230 -1.676 4.931
50 C -5.909 4.939 -0.172
51 H 0.839 1.831 -2.063
52 H 3.037 0.952 4.559
53 N -2.803 0.723 1.183
54 C -4.715 2.066 -3.981
55 C 1.456 -3.301 -3.821
56 C -7.171 5.045 0.388
57 H -7.412 -0.265 1.423
58 N 2.818 0.750 0.623
59 C 3.646 0.169 -1.390
60 C -3.045 -0.302 4.743
61 C -5.706 2.677 0.616
62 H -4.484 1.555 -1.386
63 N -5.030 1.449 0.822
64 H -9.024 0.480 1.356
65 C -2.479 1.755 -1.722
66 O -3.449 3.125 2.476
67 N -0.213 -2.528 -2.312
68 C -3.736 4.357 3.115
69 C -3.715 1.188 0.386
70 C 4.067 -2.128 1.251
71 H 5.181 1.372 1.574
72 H 4.451 -1.115 1.113
73 C -0.214 2.055 -2.209
74 C 1.242 -4.320 -1.678
75 C -3.434 1.997 3.234
76 H -4.810 2.579 -4.941
77 H 4.552 -0.049 -3.180
78 C 2.097 1.267 4.125
79 C 1.039 1.643 4.936
80 H -2.865 -1.200 5.321
81 C 2.603 -1.858 3.293
82 C -3.165 -2.206 -1.124
83 H 4.783 -2.692 1.852
84 C -7.708 3.965 1.075
85 H -4.028 2.904 5.081
86 C 2.731 -2.117 1.926
87 H -5.478 5.778 -0.704
88 H -4.088 1.181 -4.116
89 C -4.489 -1.785 -1.186
90 N -3.353 -2.436 1.262
91 C -2.644 -2.496 0.130
92 C 1.878 -4.242 -2.912
93 C -1.835 3.345 -3.429
94 H -0.725 -2.372 3.557
95 C -5.226 -1.719 -0.023
96 H -5.206 1.078 1.747
97 N 3.886 0.688 -0.213
98 Sb -0.904 -3.779 0.476
99 C 1.355 -1.897 3.879
100 C 0.473 -2.528 1.771
101 O -4.160 2.941 -3.006
102 C -7.966 0.631 1.141
103 C -0.510 3.048 -3.132
104 H -3.647 5.119 2.349
105 H -5.710 1.758 -3.650
106 H -0.890 -1.769 -5.039
107 H -4.979 -2.705 3.195
108 H -2.564 -2.356 -2.010
109 C -0.071 -1.378 -4.430
110 C -0.130 2.077 4.342
111 S 2.194 -0.500 -2.013
112 H 4.775 0.481 3.043
113 H 0.294 3.565 -3.645